{
  "formula": "C35H40N4P2Pb",
  "method": "ωB97M-V with the def2-TZVPD basis set",
  "fmax_ha_per_bohr": 0.078,
  "lumo_ha": [-0.341, -0.341],
  "gap_ev": [3.65, 3.62],
  "charge": 2,
  "e_above_lowest_kcal_mol": 23.84,
  "e_homo_ev": [-12.93, -12.91],
  "symbols": ["Pb", "C", "C", "C", "C", "C", "C", "C", "C", "C", "H", "H", "H", "H", "H", "H", "H", "H", "H", "H", "H", "H", "H", "H", "H", "P", "P", "N", "N", "N", "N", "C", "C", "C", "C", "C", "C", "C", "C", "C", "C", "C", "C", "C", "C", "C", "C", "C", "C", "H", "H", "H", "H", "H", "H", "H", "H", "H", "H", "H", "H", "H", "H", "H", "H", "H", "H", "H", "H", "C", "C", "C", "C", "C", "C", "C", "C", "H", "H", "H", "H", "H"],
  "xyz": [[-1.845, -1.013, 0.709], [-0.601, -3.031, -4.175], [0.616, -2.480, -4.151], [0.988, -1.161, -4.728], [0.006, 0.041, -4.549], [-0.903, 0.123, -3.375], [-1.899, -0.706, -3.035], [-2.624, -1.440, -4.104], [-1.754, -2.417, -4.916], [-2.620, 0.784, 2.217], [-0.806, -4.021, -3.747], [1.484, -3.060, -3.822], [1.155, -1.258, -5.816], [1.976, -0.879, -4.326], [0.664, 0.929, -4.545], [-0.600, 0.099, -5.465], [-0.938, 1.138, -2.967], [-2.315, -0.777, -2.025], [-3.027, -0.711, -4.829], [-3.468, -1.988, -3.673], [-2.397, -3.253, -5.228], [-1.398, -1.894, -5.819], [-2.929, 0.178, 3.088], [-3.411, 1.436, 1.824], [-1.758, 1.393, 2.533], [-0.579, 1.774, 0.088], [1.688, -0.688, 0.987], [-2.061, 2.269, -1.087], [-0.067, 3.420, 0.198], [1.102, -2.274, 0.269], [3.277, -1.284, 1.215], [0.684, 1.013, -1.002], [1.971, 0.323, -0.479], [-3.390, 1.917, -0.829], [-4.203, 2.392, -1.850], [-3.355, 3.045, -2.796], [-2.051, 2.961, -2.300], [-0.729, 4.310, 1.070], [0.039, 5.454, 1.190], [1.196, 5.299, 0.347], [1.100, 4.050, -0.255], [0.294, -3.125, 1.038], [-0.255, -4.090, 0.205], [0.218, -3.823, -1.114], [1.033, -2.693, -1.053], [4.115, -1.975, 0.320], [5.129, -2.572, 1.058], [4.862, -2.306, 2.448], [3.699, -1.560, 2.526], [0.952, 1.731, -1.785], [0.119, 0.235, -1.539], [2.420, -0.288, -1.283], [2.713, 1.081, -0.177], [-3.657, 1.378, 0.069], [-5.277, 2.276, -1.886], [-3.667, 3.504, -3.726], [-1.122, 3.269, -2.771], [-1.671, 4.005, 1.505], [-0.199, 6.284, 1.836], [1.994, 6.019, 0.238], [1.752, 3.557, -0.960], [0.241, -2.979, 2.109], [-0.910, -4.882, 0.541], [-0.057, -4.365, -2.006], [1.616, -2.213, -1.832], [3.941, -1.939, -0.748], [5.968, -3.131, 0.666], [5.437, -2.629, 3.300], [3.098, -1.173, 3.346], [-0.560, -0.775, 2.614], [-0.452, -0.434, 3.812], [-0.296, -0.091, 5.168], [-0.177, -1.071, 6.180], [0.357, -0.727, 7.420], [0.631, 0.613, 7.722], [0.354, 1.609, 6.779], [-0.154, 1.268, 5.523], [-0.484, -2.091, 5.971], [0.571, -1.495, 8.159], [1.087, 0.882, 8.669], [0.544, 2.660, 7.005], [-0.420, 2.046, 4.809]],
  "forces_ev_per_a": [[0.430, -0.560, -0.167], [0.306, -0.029, -0.304], [-0.200, -0.986, -0.175], [0.134, 0.567, -0.182], [0.131, 0.225, -1.236], [-0.261, 0.877, 0.414], [0.083, 0.273, -0.508], [-0.182, -1.255, -0.156], [-0.173, -0.348, -0.335], [-0.858, 1.933, 2.429], [0.334, 0.420, -0.267], [-0.426, -0.005, 0.249], [0.008, -0.037, 0.337], [-0.318, -0.026, -0.048], [-0.497, -0.179, -0.131], [0.137, 0.160, 0.018], [0.682, -0.909, 0.823], [-0.360, 0.935, -0.358], [-0.028, -0.149, 0.500], [0.041, 0.134, -0.070], [0.173, 0.365, -0.242], [-0.053, -0.398, 0.291], [-0.143, -0.088, -0.731], [0.191, -0.666, -0.205], [-0.484, -0.532, -0.539], [-1.595, 2.347, -2.804], [1.578, -2.765, -0.566], [1.186, -1.029, 0.750], [0.109, -0.155, 0.703], [-1.143, 1.295, 0.096], [-0.007, -0.119, 0.750], [0.258, -0.144, -0.642], [-0.442, 0.885, -0.220], [-0.097, 0.113, -0.593], [0.872, -0.311, 0.567], [0.938, -0.357, 0.930], [-0.699, -0.162, -0.063], [1.109, 0.328, -0.070], [-0.449, -1.178, -0.286], [-0.657, -1.217, -0.087], [0.127, 0.695, 0.739], [-0.149, 0.472, -0.448], [0.258, 0.528, -0.202], [0.192, 0.579, 0.467], [-0.335, -0.746, 0.601], [0.709, 0.153, 0.914], [-1.218, 0.721, -0.002], [-1.011, 0.464, -0.121], [0.964, -0.305, -0.708], [-0.032, -0.141, 0.039], [-0.058, 0.161, 0.142], [-0.197, 0.390, 0.271], [-0.142, -0.338, 0.032], [-0.061, 0.246, -0.415], [0.145, 0.068, -0.052], [0.172, -0.009, 0.193], [-0.206, 0.151, 0.273], [0.062, 0.214, 0.013], [0.007, 0.076, -0.181], [-0.114, -0.141, -0.196], [-0.014, 0.131, 0.123], [0.093, -0.296, -0.181], [0.162, -0.027, -0.159], [0.261, 0.047, 0.242], [-0.347, -0.081, 0.248], [0.113, -0.020, 0.220], [-0.169, 0.071, -0.014], [0.051, -0.062, -0.088], [0.434, -0.125, -0.081], [0.158, 0.371, 0.904], [0.296, -0.417, 0.646], [-0.383, -0.028, -0.889], [0.582, -0.434, 0.893], [-0.457, -0.362, -0.467], [0.240, -0.011, -0.504], [-0.488, 0.277, -0.837], [0.594, 0.889, 0.866], [0.329, 0.065, -0.037], [-0.225, 0.101, -0.150], [-0.141, -0.060, -0.032], [-0.145, -0.366, 0.007], [0.313, -0.156, 0.059]],
  "lowdin_charge": [1.37, -0.11, -0.15, -0.17, -0.16, -0.16, -0.12, -0.17, -0.17, -0.18, 0.10, 0.11, 0.13, 0.10, 0.11, 0.12, 0.05, 0.01, 0.13, 0.11, 0.12, 0.12, 0.04, 0.02, -0.02, 1.07, 1.09, -0.18, -0.28, -0.22, -0.29, -0.41, -0.34, -0.20, -0.07, -0.05, -0.15, -0.13, -0.06, -0.05, -0.12, -0.24, -0.07, -0.05, -0.11, -0.11, -0.05, -0.07, -0.14, 0.09, 0.03, 0.08, 0.10, 0.03, 0.11, 0.11, 0.12, 0.10, 0.11, 0.11, 0.10, 0.09, 0.12, 0.09, 0.09, 0.10, 0.11, 0.10, 0.09, -0.28, -0.06, -0.22, 0.02, -0.02, 0.01, -0.02, 0.01, 0.13, 0.13, 0.13, 0.13, 0.13]
}